# 1
The molecule C2H4ClPS3 at a distorted geometry, computed with wB97M-V/def2-TZVPD.

Values from the calculation:
**SMILES string**: S=P1(Cl)SCCS1
**HOMO energy**: -9.0 eV
**Frontier orbital gap**: 9.00 eV
**Net charge**: 0

Geometry as XYZ:
```
11
Properties=species:S:1:pos:R:3:forces:R:3
S 1.246610 -3.564995 -3.012461 -0.705 1.136 0.416
P 0.631581 -1.805003 -2.411981 0.496 -0.787 -0.130
Cl 0.378086 -0.513149 -4.001066 -0.304 -0.207 0.257
S 2.003174 -0.711856 -1.263169 -1.366 0.039 0.971
C 0.827844 -0.361118 0.227018 -0.542 -3.349 -1.116
C -0.690087 -0.322195 -0.158706 0.690 0.572 0.933
S -1.127452 -1.744976 -1.179495 0.551 -0.413 -0.286
H 1.262971 0.560560 0.513528 -0.016 0.737 1.135
H 0.904154 -1.308438 0.898421 0.428 2.128 -0.745
H -1.289421 -0.305909 0.815552 0.670 -0.334 -1.418
H -0.964537 0.551966 -0.727567 0.098 0.479 -0.017
```
Forces are in eV/Å.

***

# 2
A structure of composition C2H4CsLiO2 at a distorted geometry, computed with wB97M-V/def2-TZVPD.

Values from the calculation:
**⟨S²⟩**: 0.754
**HOMO energy (alpha / beta)**: -13.0 / -12.2 eV
**Spin multiplicity**: 2
**Frontier orbital gap (alpha / beta)**: 9.46 / 8.66 eV
**Net charge**: +1

Geometry as XYZ:
```
10
Properties=species:S:1:pos:R:3:forces:R:3
O 1.935370 0.060751 0.846557 0.555 1.682 0.447
C -0.735203 0.205849 0.643908 -2.043 0.284 -0.542
C -1.118564 -0.199562 -0.726368 1.026 -2.920 0.307
O 0.258832 0.120176 -0.671738 -0.955 2.352 1.743
Cs 3.038086 -1.976525 -0.163489 0.446 -1.038 -0.319
Li 1.602896 1.520269 -0.347815 -0.132 -0.737 0.642
H -1.622571 0.774425 0.958236 0.563 3.277 -1.492
H -0.515506 0.199152 1.718441 1.797 -2.747 -0.700
H -1.590086 0.566114 -1.350183 -0.829 -0.604 0.491
H -1.253252 -1.270648 -0.907547 -0.429 0.451 -0.578
```
Forces are in eV/Å.

***

ΔE to the lowest compared entry with this formula, charge and spin for every record listed, in sequence, given in kJ/mol: 0.96, 183.33.